No. 1
DFT (ωB97M-V with the def2-TZVPD basis set) results for the molecule C14H17ClN4O4.

CARTESIAN COORDINATES (ANGSTROEM)
C: -1.3826 -3.0458 -1.1479
C: -0.6959 -2.7999 0.1496
N: -1.0505 -1.9660 1.0504
N: -2.1135 -1.1182 0.8688
C: -2.3423 -0.2808 -0.1534
O: -1.6975 -0.1796 -1.1862
C: -3.5467 0.6172 0.1353
O: -4.1509 0.5433 1.1974
N: -3.8111 1.4220 -0.8918
H: -3.1703 1.3284 -1.6721
C: -4.8459 2.4378 -0.9465
H: -4.8385 2.8559 -1.9524
C: -6.2458 1.8840 -0.6173
O: -6.5262 1.8844 0.7488
H: -5.8177 1.3867 1.1990
H: -6.3388 0.8738 -1.0463
H: -6.9992 2.5272 -1.0794
H: -4.6205 3.2329 -0.2266
H: -2.6574 -0.9412 1.7111
C: 0.5672 -3.5428 0.4397
H: 0.6801 -3.6878 1.5151
H: 0.5939 -4.5042 -0.0693
C: 1.7733 -2.7142 -0.0471
O: 2.5711 -3.1488 -0.8410
N: 1.8022 -1.4947 0.5417
C: 2.7048 -0.4475 0.3474
C: 3.8357 -0.5659 -0.4561
C: 4.6960 0.5058 -0.6024
C: 4.4328 1.6981 0.0523
C: 3.3099 1.8297 0.8547
C: 2.4515 0.7583 0.9995
H: 1.5738 0.8557 1.6224
H: 3.1117 2.7616 1.3600
Cl: 5.5126 3.0360 -0.1301
H: 5.5717 0.4143 -1.2251
H: 4.0342 -1.4944 -0.9647
H: 1.0150 -1.2821 1.1471
H: -2.4635 -3.0651 -1.0029
H: -1.1679 -2.2230 -1.8338
H: -1.0546 -3.9772 -1.5985

Summary:
- SMILES: C/C(CC(=O)Nc1ccc(Cl)cc1)=N\NC(=O)C(=O)NCCO
- Gap between HOMO and LUMO: 8.662 eV

No. 2
DFT (ωB97M-V with the def2-TZVPD basis set) results for a structure of composition C35H53F6GaNO6PS.

CARTESIAN COORDINATES (ANGSTROEM)
Ga: -0.3431 -1.1035 -1.3661
C: 2.9630 -2.7621 4.8813
C: 2.5037 -2.9154 3.4278
C: 3.7062 -3.1175 2.5021
C: 1.6410 -1.7397 3.0165
C: 2.1779 -0.5276 2.6076
C: 1.3733 0.5432 2.2402
C: 2.0115 1.9128 2.0476
C: 2.2619 2.5498 3.4245
C: 3.3387 1.8901 1.2859
C: -0.0268 0.3771 2.2400
C: -0.5882 -0.8150 2.7212
C: 0.2599 -1.8461 3.1032
C: -2.0807 -0.9744 2.9548
C: -2.6268 -2.3252 2.4649
C: -2.3927 -0.8003 4.4478
C: -0.9067 1.5654 2.0020
C: -1.1745 2.3120 3.1576
C: -1.8954 3.4885 3.1494
C: -2.3662 3.9721 1.9411
C: -2.1261 3.2468 0.7916
C: -1.4284 2.0305 0.7845
P: -1.3253 1.2672 -0.8977
C: -3.1376 1.0579 -1.4331
C: -3.7875 0.1999 -0.3386
C: -4.0173 2.3002 -1.5998
C: -3.1168 0.2984 -2.7622
C: -0.3629 2.5708 -1.9186
C: 0.0836 1.8983 -3.2226
C: 0.8531 2.9664 -1.0664
C: -1.0741 3.8636 -2.3354
H: 3.5349 -3.6385 5.1935
H: 2.1085 -2.6511 5.5509
H: 3.5988 -1.8799 4.9890
H: 1.8727 -3.8040 3.3548
H: 4.4162 -2.2927 2.5952
H: 3.3732 -3.1869 1.4669
H: 4.2295 -4.0401 2.7587
H: 3.2548 -0.3974 2.5970
H: 1.3166 2.5473 1.4949
H: 2.9661 1.9321 3.9860
H: 1.3484 2.6338 4.0078
H: 2.6907 3.5486 3.3125
H: 4.1403 1.4752 1.8997
H: 3.6236 2.9086 1.0138
H: 3.2619 1.2991 0.3760
H: -0.1694 -2.7701 3.4732
H: -2.6038 -0.1787 2.4238
H: -2.5264 -3.0897 3.2389
H: -2.0943 -2.6825 1.5849
H: -3.6883 -2.2380 2.2258
H: -1.8410 -1.5337 5.0395
H: -3.4599 -0.9513 4.6271
H: -2.1261 0.1952 4.8046
H: -0.7804 1.9401 4.0931
H: -2.0704 4.0299 4.0704
H: -2.9205 4.9007 1.8904
H: -2.5109 3.6350 -0.1319
H: -3.8920 0.7702 0.5854
H: -3.2260 -0.7083 -0.1377
H: -4.7866 -0.0979 -0.6673
H: -4.1330 2.8572 -0.6748
H: -5.0123 1.9465 -1.8826
H: -3.6766 2.9676 -2.3866
H: -2.5652 -0.6356 -2.6779
H: -2.6853 0.8933 -3.5672
H: -4.1398 0.0420 -3.0460
H: 0.4731 0.8997 -3.0702
H: 0.8687 2.5016 -3.6866
H: -0.7399 1.8304 -3.9347
H: 1.3995 2.0933 -0.7162
H: 0.5486 3.5603 -0.2035
H: 1.5273 3.5788 -1.6717
H: -1.9645 3.6804 -2.9311
H: -0.3745 4.4153 -2.9695
H: -1.3173 4.5192 -1.5031
C: 3.5416 0.2495 -2.1479
C: 2.5475 -0.6462 -1.4814
N: 2.8481 -1.9234 -1.3049
O: 1.4764 -0.1491 -1.0508
H: 4.4612 -0.2709 -2.4059
H: 3.7624 1.0902 -1.4895
H: 3.0821 0.6455 -3.0534
H: 3.6629 -2.3267 -1.7304
H: 2.1170 -2.5243 -0.9278
O: -0.9976 -4.2667 -1.7612
S: -1.1127 -3.3817 -0.6369
O: -1.9187 -2.1130 -1.0286
O: 0.2566 -2.6658 -0.4081
O: -1.6290 -3.9663 0.5602
C: 0.7174 -3.4492 -4.2150
C: 0.2968 -1.9835 -4.2965
O: 0.3516 -1.2881 -3.1019
C: 1.3028 -1.2684 -5.2355
F: 1.1231 0.0577 -5.3041
F: 1.2691 -1.7432 -6.4884
F: 2.5647 -1.4570 -4.7772
C: -1.1168 -1.8892 -4.9100
F: -1.4609 -0.6108 -5.1801
F: -1.2343 -2.5771 -6.0566
F: -2.0214 -2.3724 -4.0543
H: 1.7388 -3.5002 -3.8440
H: 0.6634 -3.9174 -5.1962
H: 0.0621 -3.9617 -3.5195

Summary:
- Gap between HOMO and LUMO: 9.132 eV

No. 3
DFT (ωB97M-V with the def2-TZVPD basis set) results for a structure of composition C13H36Cu5O15.

CARTESIAN COORDINATES (ANGSTROEM)
Cu: -13.4663 -10.8121 1.1826
Cu: -10.6035 -8.1085 3.9096
Cu: -11.1426 -11.4845 4.2632
Cu: -12.3928 -7.3726 1.0850
Cu: -12.5731 -4.5508 3.6420
C: -13.2846 -8.5808 3.6016
O: -12.8750 -7.4453 3.8770
O: -13.7887 -8.8646 2.5153
O: -12.7680 -9.4678 4.2567
C: -10.5810 -5.5420 6.8965
C: -12.1372 -5.6369 7.1525
O: -12.9016 -5.4103 5.9445
O: -10.2404 -6.2518 5.7050
H: -9.9457 -5.7611 7.7547
H: -10.4076 -4.5150 6.5752
H: -12.5520 -4.8996 7.8398
H: -12.5167 -6.6055 7.4779
H: -12.9367 -6.2769 5.5328
H: -10.1665 -5.5540 5.0498
C: -16.7274 -7.4112 3.3759
C: -16.4116 -6.0556 3.9789
O: -15.1112 -5.6584 3.7687
O: -16.1441 -7.6018 2.1328
H: -17.8032 -7.4962 3.2224
H: -16.4379 -8.2940 3.9460
H: -16.7365 -5.8894 5.0060
H: -17.0471 -5.3056 3.5079
H: -14.5461 -6.4004 3.9960
H: -15.3048 -8.0238 2.3307
C: -15.1043 -7.9098 7.3657
C: -14.8370 -9.4588 7.2315
O: -13.4506 -9.7759 6.9348
O: -16.4620 -7.6267 7.2286
H: -14.4707 -7.3625 6.6678
H: -14.8646 -7.6607 8.3994
H: -15.3735 -9.7066 6.3156
H: -15.1182 -10.1058 8.0624
H: -13.2376 -9.5951 6.0163
H: -16.5560 -6.8442 7.7768
C: -14.9602 -3.9662 0.0586
C: -14.9551 -5.4774 -0.4600
O: -14.3202 -6.3211 0.4621
O: -13.6530 -3.6053 0.5450
H: -15.6527 -3.9634 0.9004
H: -15.3061 -3.3444 -0.7671
H: -14.2957 -5.4618 -1.3278
H: -15.8970 -5.7460 -0.9384
H: -14.9746 -6.6997 1.0537
H: -13.1421 -4.4119 0.6451
C: -9.5422 -9.0804 6.9673
C: -8.8790 -10.0871 7.9481
O: -9.7804 -10.8480 8.7442
O: -10.4574 -9.8268 6.1624
H: -8.8135 -8.6679 6.2696
H: -10.0140 -8.3458 7.6200
H: -8.1089 -9.4649 8.4040
H: -8.1274 -10.7499 7.5193
H: -10.3260 -10.2504 9.2606
H: -11.3720 -9.7733 6.4492
C: -15.2056 -12.3510 3.4723
C: -15.5992 -12.3968 4.9529
O: -16.1685 -13.6000 5.4372
O: -13.9973 -13.1575 3.2170
H: -15.0095 -11.3290 3.1481
H: -15.9280 -12.8451 2.8226
H: -16.3147 -11.6221 5.2286
H: -14.7229 -12.1879 5.5665
H: -15.4658 -14.1071 5.8503
H: -14.3581 -14.0470 3.2082

Summary:
- Gap between HOMO and LUMO: 5.275 eV
- Total charge: +3

No. 4
DFT (ωB97M-V with the def2-TZVPD basis set) results for the molecule C3H3FN2O.

CARTESIAN COORDINATES (ANGSTROEM)
C: 0.0196 -0.0812 -0.4479
C: 0.2661 -0.9998 0.4885
C: 0.9196 1.0946 -0.1234
N: 1.3576 -0.6127 1.2946
N: 1.7453 0.5270 0.8942
O: 2.6969 1.1535 1.2517
F: 1.4402 1.6294 -1.2414
H: -0.7045 -0.0233 -1.1935
H: -0.1264 -2.0201 0.7433
H: 0.4691 2.0567 0.4011

Summary:
- Multiplicity: 3
- Gap between HOMO and LUMO (spin up / spin down): 8.355 / 8.288 eV

No. 5
DFT (ωB97M-V with the def2-TZVPD basis set) results for the molecule CH4NO2P.

CARTESIAN COORDINATES (ANGSTROEM)
C: -0.1320 -0.3108 0.7498
N: -0.1160 1.1098 0.4423
O: -0.3317 -1.2683 -2.8449
O: -0.1459 -1.0273 -0.4085
P: 0.4156 -0.4591 -1.8690
H: 0.7532 -0.5162 1.4263
H: -1.2055 -0.4057 1.1701
H: 0.7173 1.4006 -0.0182
H: 0.0450 1.4770 1.3522

Summary:
- SMILES: NCOP=O
- Gap between HOMO and LUMO: 10.133 eV

No. 6
DFT (ωB97M-V with the def2-TZVPD basis set) results for the molecule C4H5NO2.

CARTESIAN COORDINATES (ANGSTROEM)
O: -1.9610 0.7894 0.8414
C: -1.7891 0.0003 -0.0611
C: -0.3576 -0.0397 -0.5427
C: 0.3513 0.8163 0.4887
N: 1.9220 0.2879 0.1973
C: 1.7020 -0.9002 -0.1626
O: 0.2800 -1.2938 -0.4362
H: -2.6421 -0.6021 -0.4191
H: -0.2166 0.3959 -1.5539
H: 0.1700 1.9017 0.4565
H: 0.2375 0.4483 1.5060
H: 2.3036 -1.8040 -0.3142

Summary:
- SMILES: O=C[C@H]1CN=CO1
- Gap between HOMO and LUMO: 10.741 eV

No. 7
DFT (ωB97M-V with the def2-TZVPD basis set) results for a cluster of 2 separate species, C3H7NO in total.

CARTESIAN COORDINATES (ANGSTROEM)
C: 1.2984 0.8883 -0.1637
N: 0.7450 -0.7999 -0.3545
C: -2.1357 -0.2917 -0.2553
C: 1.7382 -0.4668 0.5147
O: 0.8272 1.7461 0.5365
H: 1.6416 1.1978 -1.1401
H: -2.1312 0.6438 0.3032
H: -1.3824 -0.1486 -1.0207
H: -1.7694 -1.1039 0.3648
H: 1.5333 -0.4409 1.5854
H: -3.1429 -0.5087 -0.6226
H: 2.7779 -0.7155 0.2523

Summary:
- Gap between HOMO and LUMO: 6.876 eV

No. 8
DFT (ωB97M-V with the def2-TZVPD basis set) results for a cluster of 2 separate species, C3H11N5O2 in total.

CARTESIAN COORDINATES (ANGSTROEM)
C: 1.9936 -2.2362 0.2479
C: 1.0477 -1.0879 0.4259
N: 0.4634 -0.9101 1.6501
O: 1.4332 -0.3544 -1.7105
N: 0.7616 -0.2365 -0.4860
H: 1.0925 0.4225 -2.1849
H: 0.9521 -1.3150 2.4327
H: 0.0679 0.0286 1.7668
H: 2.0077 -2.5428 -0.7980
H: 1.6922 -3.0770 0.8697
H: 3.0043 -1.9237 0.5191
C: -1.0387 1.0727 -0.7015
N: -2.0142 1.4792 1.5000
N: -0.3879 1.8950 -1.5882
O: -0.8923 1.6372 0.6588
N: -1.9915 0.3350 -1.0868
H: -2.2408 0.4743 1.5025
H: -2.7938 1.9767 1.0785
H: -0.7887 1.9177 -2.5076
H: 0.0037 2.7388 -1.1994
H: -2.3718 -0.2941 -0.3892

Summary:
- SMILES: [H]/N=C(/N)ON.C/C(N)=N\O
- Gap between HOMO and LUMO: 9.276 eV

| no. | total energy (eV) | F_max (Eh/bohr) |
| --- | --- | --- |
| 1 | -41467.4834 | 0.016 |
| 2 | -139740.9848 | 0.034 |
| 3 | -267939.2218 | 0.127 |
| 4 | -10898.6878 | 0.140 |
| 5 | -15975.6393 | 0.046 |
| 6 | -9811.6934 | 0.068 |
| 7 | -6756.5493 | 0.067 |
| 8 | -14831.4605 | 0.057 |